(1)
115
Properties=species:S:1:pos:R:3 method="wB97M-V/def2-TZVPD" lumo_ev=-0.47 charge=0 orbital_gap_ev=8.612 homo_ev=-9.08 smiles="CC1=C(CCCN)C(=O)c2ccc(CCCCO)cc2C1=O.O=C1OC[C@@H](F)O1.O=C1OC[C@@H](F)O1.O=C1OC[C@@H](F)O1.O=C1OC[C@@H](F)O1.O=C1OC[C@@H](F)O1.O=C1OC[C@@H](F)O1.O=C1OC[C@@H](F)O1"
C 6.7454 0.7508 4.9378
C 5.9010 1.5935 3.9469
C 6.2835 1.9251 2.6777
C 7.6555 1.4076 2.1165
C 7.6187 -0.1838 1.9883
C 7.1512 -0.6631 0.5486
N 6.0871 0.2367 0.0036
C 5.3412 2.8157 1.8031
O 5.7523 3.6932 1.0828
C 3.8226 2.4954 1.9841
C 2.8553 2.5471 0.9197
C 1.4399 2.1883 1.1408
C 1.0212 1.7709 2.4658
C -0.4190 1.3148 2.8617
C -1.5547 1.8910 1.9492
C -2.9939 1.3699 2.3779
C -3.0712 -0.1747 2.6022
O -2.9971 -0.9405 1.3772
C 2.0223 1.7645 3.5592
C 3.4043 2.1140 3.3482
C 4.5031 2.0792 4.4618
O 4.2902 2.3826 5.6095
H 7.8358 0.9910 4.9189
H 6.3656 0.9962 5.9710
H 6.5999 -0.3558 4.7978
H 7.8232 1.8412 1.0982
H 8.4559 1.6882 2.8502
H 6.8823 -0.6423 2.7039
H 8.6258 -0.6112 2.2586
H 6.6656 -1.6712 0.7214
H 7.9991 -0.8065 -0.1668
H 5.8858 -0.1306 -0.9334
H 5.2504 0.0989 0.5817
H 3.1832 2.8446 -0.1023
H 0.6971 2.2293 0.3077
H -0.4155 0.1887 2.7876
H -0.5439 1.5888 3.9474
H -1.3631 1.7768 0.8536
H -1.5822 3.0053 2.1400
H -3.3760 1.8744 3.3007
H -3.6840 1.6144 1.5286
H -2.3031 -0.5729 3.3232
H -4.0697 -0.3811 3.0962
H -2.7865 -1.8859 1.6012
H 1.7079 1.4630 4.5864
C 7.5385 6.0982 3.7703
C 7.7176 5.0144 4.7924
O 9.0820 4.6682 4.6545
C 9.7120 5.8022 4.2254
O 10.8869 5.9659 4.2556
O 8.8209 6.7228 3.7659
F 6.9617 3.9302 4.4923
H 7.3222 5.7033 2.7742
H 6.7576 6.8064 4.0444
H 7.5210 5.3274 5.8208
C 3.3513 1.3811 -3.0414
C 2.7071 0.1618 -3.6339
O 1.5743 -0.0332 -2.8070
C 1.2276 1.2072 -2.3569
O 0.1809 1.4670 -1.8595
O 2.2265 2.1083 -2.5531
F 3.5156 -0.9206 -3.5251
H 4.0181 1.1412 -2.2091
H 3.9047 1.9616 -3.7782
H 2.3871 0.2793 -4.6719
C -4.8724 -0.2546 -1.4484
C -4.9633 -1.0303 -2.7267
O -6.3230 -1.4233 -2.7630
C -7.0059 -0.4534 -2.0877
O -8.1873 -0.3083 -2.1434
O -6.1739 0.3259 -1.3539
F -4.1897 -2.1436 -2.6806
H -4.6952 -0.8927 -0.5795
H -4.1013 0.5137 -1.4809
H -4.7246 -0.4530 -3.6229
C -4.5576 -4.8314 4.3457
C -4.8855 -4.6333 2.8970
O -3.9995 -3.5954 2.5056
C -2.9071 -3.7305 3.3159
O -1.8428 -3.2172 3.1115
O -3.1675 -4.5258 4.3818
F -6.1565 -4.1981 2.7391
H -5.1000 -4.1422 4.9968
H -4.7437 -5.8507 4.6808
H -4.7174 -5.5138 2.2723
C -9.4770 -2.0942 -3.9886
C -10.9728 -2.1730 -4.0566
O -11.1962 -3.1126 -5.0925
C -10.1147 -3.9463 -5.0780
O -10.0775 -5.0028 -5.6213
O -9.0889 -3.4192 -4.3578
F -11.5114 -0.9845 -4.4254
H -9.0606 -1.3816 -4.7043
H -9.1168 -1.8410 -2.9934
H -11.4484 -2.5218 -3.1366
C 0.8812 -3.2343 -1.1854
C 0.0009 -4.0554 -2.0802
O 0.8948 -5.0149 -2.6105
C 1.8593 -5.1916 -1.6586
O 2.6188 -6.1033 -1.6377
O 1.8344 -4.1933 -0.7332
F -0.4931 -3.3113 -3.0998
H 1.3976 -2.4350 -1.7213
H 0.3358 -2.7991 -0.3484
H -0.8188 -4.5625 -1.5650
C -4.4243 -0.0639 -7.5616
C -5.7072 0.5920 -7.9818
O -6.2599 1.0241 -6.7527
C -5.1990 1.2600 -5.9296
O -5.2619 1.8808 -4.9179
O -4.0567 0.7005 -6.4148
F -6.5515 -0.3019 -8.5478
H -4.5626 -1.1085 -7.2733
H -3.6558 -0.0111 -8.3316
H -5.5789 1.4491 -8.6474

=====

(2)
104
Properties=species:S:1:pos:R:3 method="wB97M-V/def2-TZVPD" lumo_ev=3.43 de_lowest_kj_mol=99.72 charge=-2 orbital_gap_ev=5.246 homo_ev=-1.81
Y -0.3728 0.5945 0.6371
N -4.5883 5.1887 -4.8221
C -4.2668 4.4859 -3.6430
C -2.9416 4.3569 -3.2432
C -2.6189 3.6776 -2.0810
C -3.6295 3.1101 -1.3153
C -4.9591 3.2564 -1.6901
C -5.2763 3.9438 -2.8483
S -3.2730 2.2506 0.1800
O -2.1310 2.9161 0.7990
O -4.5201 2.1999 0.8942
N -2.6978 0.7803 -0.0841
C -2.8273 0.0437 -1.2275
N -3.7454 0.2985 -2.1727
C -3.6799 -0.4530 -3.2653
C -2.7551 -1.4686 -3.4478
C -1.8819 -1.6734 -2.3931
N -1.9076 -0.9442 -1.2900
H -3.8392 5.1890 -5.4967
H -5.4482 4.8802 -5.2476
H -2.1469 4.7704 -3.8569
H -1.5877 3.5538 -1.7904
H -5.7310 2.8101 -1.0776
H -6.3146 4.0519 -3.1490
H -4.4079 -0.2273 -4.0401
H -2.7083 -2.0555 -4.3537
H -1.1170 -2.4443 -2.4376
C 1.0127 -6.9760 4.4033
C 1.4862 -5.6283 4.9391
C 1.2716 -5.4746 6.4384
C -0.2158 -5.5216 6.7692
C -1.0041 -4.5930 5.8704
C -2.2562 -4.1432 6.2341
C -2.9432 -3.2384 5.4358
F -4.1554 -2.8130 5.8591
C -2.4232 -2.7518 4.2716
C -1.1748 -3.2188 3.8684
C -0.5886 -2.6953 2.6090
O -1.2492 -2.0284 1.8368
C 0.8032 -3.0383 2.3771
C 1.3960 -3.9578 3.1579
N 0.8105 -4.5334 4.2436
C -0.4615 -4.1249 4.6583
C 1.5789 -2.3510 1.2957
O 2.3821 -3.0225 0.6110
O 1.3591 -1.1197 1.1760
H 1.4516 -7.7967 4.9783
H 1.3005 -7.0894 3.3567
H -0.0754 -7.0566 4.4576
H 2.5459 -5.5155 4.7161
H 1.6880 -4.5141 6.7516
H 1.8148 -6.2610 6.9657
H -0.3773 -5.2327 7.8090
H -0.5867 -6.5469 6.6754
H -2.6997 -4.4614 7.1723
H -2.9240 -1.9948 3.6762
H 2.4054 -4.2890 2.9387
O 1.1193 0.4674 -5.6803
C 1.8742 -0.4383 -5.0879
O 2.6276 -1.1586 -5.7114
C 1.7406 -0.5742 -3.6106
C 2.4351 -1.5080 -2.8684
N 2.0523 -1.3718 -1.5924
N 1.1373 -0.4084 -1.4476
C 0.9496 0.0962 -2.6501
C 0.0002 1.2466 -2.7308
O -0.2282 1.7490 -3.8544
O -0.4710 1.6373 -1.6317
H 0.5286 0.9417 -5.0098
H 3.1644 -2.2388 -3.1803
H 2.3143 -1.9393 -0.7772
N -1.4446 0.5975 3.9651
C -1.1004 0.5886 2.8560
C 0.6473 3.8463 2.5011
Si 1.5341 2.6683 1.2989
C 2.9989 1.9779 2.4049
C 3.9104 3.0224 3.0550
C 3.8894 0.9861 1.6436
C 2.3157 1.1948 3.5391
C 2.1985 3.9064 -0.0558
C 0.9647 4.4221 -0.8137
C 2.9269 5.1404 0.4832
C 3.1013 3.2074 -1.0756
H 1.3229 4.5527 2.9986
H 0.1168 3.2731 3.2683
H -0.1202 4.4153 1.9659
H 4.5633 3.5089 2.3287
H 4.5688 2.5319 3.7952
H 3.3506 3.8028 3.5828
H 4.4992 1.4783 0.8816
H 3.3045 0.2014 1.1563
H 4.5872 0.4929 2.3454
H 1.6535 1.8200 4.1460
H 3.0880 0.7713 4.2081
H 1.7170 0.3606 3.1669
H 0.2314 4.8920 -0.1482
H 0.4568 3.6199 -1.3468
H 1.2756 5.1799 -1.5536
H 2.3266 5.6814 1.2232
H 3.1301 5.8380 -0.3488
H 3.8854 4.9020 0.9439
H 2.6316 2.3022 -1.4798
H 4.0614 2.9161 -0.6442
H 3.3139 3.8790 -1.9250

=====

(3)
101
Properties=species:S:1:pos:R:3 method="wB97M-V/def2-TZVPD" lumo_ev=-4.19 charge=+1 orbital_gap_ev=5.906 homo_ev=-10.09
C 3.8727 -1.5049 2.3823
C 3.5898 -1.3596 0.8555
C 2.4359 -0.4196 0.5321
Cl 2.2322 -0.4367 -1.2852
N 1.1473 -0.8190 1.0907
C 0.5371 -2.0682 1.0679
C 1.1044 -3.3476 0.4715
N 0.1009 -4.2474 -0.0926
C -0.6607 -1.8935 1.6824
B -1.8115 -3.0041 1.9162
O -1.7184 -3.8112 3.0349
N -2.8455 -3.1433 0.9217
C -4.2146 -2.9886 1.4986
C -2.7604 -2.1515 -0.1700
N -0.7340 -0.5751 2.0821
I -2.4076 0.0189 3.1055
C 0.3689 0.0769 1.6925
P 0.7651 1.8633 1.9277
N 2.1203 1.9412 2.6531
O -0.3610 2.6500 2.7553
O 0.8389 2.5247 0.4905
H 3.0378 -1.2027 3.0208
H 4.1564 -2.5441 2.5733
H 4.7531 -0.9054 2.6283
H 3.4945 -2.3553 0.4247
H 4.4831 -0.9226 0.3975
H 2.7390 0.5931 0.7952
H 1.6035 -3.8851 1.2858
H 1.7951 -3.0648 -0.3257
H -0.1794 -4.9444 0.5901
H -0.7524 -3.7753 -0.3633
H -2.2709 -3.5094 3.7660
H -4.3655 -1.9252 1.7284
H -4.9510 -3.2431 0.7298
H -4.3290 -3.6038 2.3927
H -1.8506 -2.2260 -0.7723
H -2.8585 -1.1045 0.1585
H -3.5948 -2.3457 -0.8561
H 2.0617 2.4524 3.5267
H -0.3381 2.3714 3.6870
H 0.1361 3.1756 0.3308
F 2.3727 -1.0325 -7.1404
C 3.0499 -0.1448 -6.3843
C 4.0117 0.6492 -6.9760
C 4.7026 1.5651 -6.1956
C 4.4309 1.6677 -4.8374
C 3.4634 0.8572 -4.2594
C 2.7626 -0.0531 -5.0376
H 4.2140 0.5488 -8.0343
H 5.4538 2.1989 -6.6476
H 4.9741 2.3804 -4.2304
H 3.2507 0.9313 -3.2009
H 1.9979 -0.6885 -4.6079
F -2.6182 -1.6268 -12.0762
C -1.6960 -1.3740 -11.1284
C -0.3605 -1.5709 -11.4189
C 0.5884 -1.3049 -10.4416
C 0.1921 -0.8569 -9.1879
C -1.1566 -0.6692 -8.9131
C -2.1091 -0.9239 -9.8901
H -0.0719 -1.9280 -12.3989
H 1.6391 -1.4482 -10.6586
H 0.9323 -0.6550 -8.4294
H -1.4675 -0.3239 -7.9360
H -3.1638 -0.7756 -9.6978
F 0.8125 1.9020 5.6593
C 1.7390 2.1461 6.6295
C 3.0735 1.9547 6.3404
C 4.0158 2.2081 7.3270
C 3.6089 2.6370 8.5831
C 2.2593 2.8186 8.8537
C 1.3139 2.5764 7.8677
H 3.3692 1.6115 5.3562
H 5.0674 2.0702 7.1150
H 4.3453 2.8300 9.3518
H 1.9418 3.1490 9.8335
H 0.2577 2.7200 8.0559
F -4.9392 -0.1275 4.7480
C -5.0381 -0.0581 6.1063
C -4.4924 1.0245 6.7628
C -4.5983 1.0950 8.1444
C -5.2371 0.0805 8.8445
C -5.7757 -1.0031 8.1639
C -5.6812 -1.0728 6.7815
H -3.9921 1.8022 6.1986
H -4.1825 1.9414 8.6742
H -5.3154 0.1356 9.9220
H -6.2703 -1.7952 8.7094
H -6.1023 -1.9047 6.2315
F -1.3875 1.2085 -5.9528
C -1.1087 1.9162 -4.8469
C -1.1935 3.2942 -4.8886
C -0.9092 4.0219 -3.7432
C -0.5351 3.3660 -2.5776
C -0.4507 1.9796 -2.5543
C -0.7445 1.2475 -3.6953
H -1.4785 3.7864 -5.8089
H -0.9780 5.1014 -3.7602
H -0.3088 3.9428 -1.6889
H -0.1547 1.4661 -1.6493
H -0.6926 0.1660 -3.6967

=====

(4)
106
Properties=species:S:1:pos:R:3 method="wB97M-V/def2-TZVPD" lumo_ev=-2.75 de_lowest_kj_mol=0.00 charge=+1 orbital_gap_ev=7.716 homo_ev=-10.46
Mg 0.1604 0.1477 -0.9581
O -6.9756 3.9781 0.6652
C -6.7347 3.5928 -0.6054
O -7.4328 3.9804 -1.4953
C -5.5688 2.6749 -0.8384
C -5.1271 2.5414 -2.1503
C -4.0674 1.7055 -2.4505
C -3.4269 0.9923 -1.4380
C -3.8725 1.1123 -0.1287
C -4.9415 1.9425 0.1644
N -2.3484 0.1130 -1.7337
C -2.5976 -0.7573 -2.6250
C -1.6016 -1.7373 -3.0663
C -1.9094 -2.6180 -4.0895
C -0.9372 -3.5139 -4.5083
C 0.2923 -3.4880 -3.8793
C 0.5010 -2.5739 -2.8542
N -0.4215 -1.7137 -2.4461
H -6.2863 3.6652 1.2608
H -5.6366 3.0980 -2.9252
H -3.7268 1.6049 -3.4746
H -3.3875 0.5343 0.6443
H -5.2930 1.9767 1.1899
H -3.5813 -0.8200 -3.0958
H -2.8865 -2.5899 -4.5534
H -1.1355 -4.2075 -5.3140
H 1.0924 -4.1506 -4.1780
H 1.4582 -2.5242 -2.3521
C 4.4955 -2.4891 0.7870
N 3.3494 -2.0239 0.0211
C 3.6748 -0.9832 -0.9317
C 2.0883 -2.4125 0.3344
N 1.0361 -1.6600 0.0859
C -0.2551 -2.1646 0.4147
C -0.7123 -3.4515 0.1261
C -1.9778 -3.8605 0.5066
C -2.8167 -2.9834 1.1862
C -2.3976 -1.6877 1.4302
C -1.1374 -1.2544 1.0204
N -0.7178 0.0989 1.0725
C -0.7241 0.7554 2.2049
N -0.7780 0.1541 3.4336
C -1.5424 0.7216 4.5292
C -0.1439 -1.1139 3.7126
N -0.6038 2.1137 2.2526
C -1.1842 3.0040 1.2745
C 0.1532 2.7645 3.3054
N 2.0310 -3.6332 0.9800
C 2.7885 -4.7664 0.4880
C 1.2776 -3.8808 2.1886
H 5.1105 -3.1906 0.2185
H 4.1771 -2.9623 1.7120
H 5.1099 -1.6233 1.0382
H 2.8008 -0.6791 -1.4816
H 4.0826 -0.1106 -0.4148
H 4.4251 -1.3522 -1.6340
H -0.0622 -4.1383 -0.4010
H -2.3108 -4.8633 0.2735
H -3.7998 -3.3023 1.5061
H -3.0540 -0.9913 1.9400
H -2.1307 1.5665 4.1803
H -0.8994 1.0532 5.3490
H -2.2262 -0.0371 4.9185
H 0.5942 -1.3170 2.9438
H -0.8577 -1.9419 3.7524
H 0.3737 -1.0464 4.6728
H -2.0364 3.5439 1.7027
H -1.5090 2.4500 0.4059
H -0.4459 3.7420 0.9556
H 0.7050 2.0287 3.8846
H -0.4839 3.3477 3.9770
H 0.8758 3.4458 2.8480
H 3.2736 -4.5184 -0.4531
H 2.1074 -5.6052 0.3129
H 3.5530 -5.0975 1.1977
H 0.6221 -3.0489 2.4141
H 1.9536 -4.0440 3.0353
H 0.6493 -4.7681 2.0739
N 2.7784 3.4893 0.1365
C 3.2784 2.7043 1.1583
C 4.2705 2.9255 2.1066
C 4.4930 1.9122 3.0181
C 3.7513 0.7209 2.9817
C 2.7724 0.5085 2.0311
C 2.5348 1.5202 1.1018
N 1.6189 1.5936 0.0601
C 1.7933 2.7757 -0.4744
C 0.9641 3.3105 -1.5466
C 1.1844 4.4479 -2.2609
S -0.0960 4.6988 -3.3529
C -0.8439 3.2754 -2.7770
N -0.2008 2.6450 -1.8442
H 3.0852 4.4124 -0.1155
H 4.8416 3.8438 2.1336
H 5.2540 2.0389 3.7761
H 3.9559 -0.0465 3.7174
H 2.2021 -0.4068 1.9919
H 2.0291 5.1163 -2.2261
H -1.7870 2.9428 -3.1803
F 2.3840 -1.0509 -4.3728
Te 1.6897 0.6807 -4.2823
F 1.0876 2.4336 -4.4771
F 2.2203 0.8169 -6.0482
F 0.0582 0.0723 -4.9595
F 3.3800 1.3248 -3.8437
O 1.1917 0.5414 -2.5674